(1)
Below is C5H11NSi in the gas phase at a distorted geometry, with properties calculated with ωB97M-V/def2-TZVPD.

The geometry in XYZ format:
```
18
Properties=species:S:1:pos:R:3:nbo_charge:R:1
C -1.2107 1.5311 0.7993 -1.16
Si -0.4796 0.0362 -0.0249 1.69
C -0.9331 -1.5049 0.9026 -1.13
C -0.4507 -0.0951 -1.8836 -1.19
N 1.4012 0.4630 0.8116 -0.74
C 2.4942 0.5245 -0.1756 -0.05
C 2.3959 -0.6369 0.4450 -0.09
H -0.6909 2.5161 0.8030 0.26
H -2.1401 1.9650 0.2834 0.23
H -1.6289 1.2628 1.7838 0.25
H -1.9226 -1.5719 1.0432 0.23
H -0.4927 -2.4189 0.4876 0.24
H -0.3355 -1.4591 1.9094 0.26
H -1.2090 0.6042 -2.4061 0.26
H 0.5197 0.3596 -2.3546 0.26
H -0.5886 -1.1818 -2.2452 0.26
H 2.7716 1.2099 -0.8603 0.21
H 2.4997 -1.6039 0.6812 0.21
```

Computed properties:
HOMO = -6.806 eV
orbital gap = 7.678 eV
charge = 0
energy relative to the best compared isomer or geometry (same formula, charge and spin) = 491.5 kJ/mol
SMILES = C[Si](C)(C)N1C=C1
F_max = 6.52 eV Å⁻¹

***

(2)
Below is 2 unconnected molecules or ions with the total composition C5H11O at a distorted geometry, with properties calculated with ωB97M-V/def2-TZVPD.

The geometry in XYZ format:
```
17
Properties=species:S:1:pos:R:3:nbo_charge:R:1
C -0.0208 3.5908 1.5583 0.33
C -0.9164 -1.7676 -1.6330 -0.64
C 1.3592 -1.3942 0.5546 -0.80
C -0.8269 -0.4803 -0.7733 -0.52
C 0.3178 -0.5045 0.1876 0.42
O 0.1306 2.4979 1.0535 -0.58
H 0.6700 4.4844 1.2778 0.12
H -0.7845 3.9441 2.2376 0.14
H -0.8453 -2.5028 -0.9307 0.21
H -0.3541 -1.8446 -2.5958 0.26
H -2.0533 -1.9126 -1.9774 0.25
H 1.1045 -2.3608 0.1675 0.26
H 2.3430 -1.2011 0.1079 0.36
H 1.6366 -1.3444 1.6187 0.32
H -0.4854 0.4540 -1.2737 0.31
H -1.6919 -0.1530 -0.2824 0.30
H 0.4171 0.4948 0.7029 0.25
```

Computed properties:
HOMO = -13.871 eV
orbital gap = 7.672 eV
charge = +1
energy relative to the best compared isomer or geometry (same formula, charge and spin) = 171.3 kJ/mol
F_max = 5.21 eV Å⁻¹

***

(3)
Below is a gas-phase ion, C5H11O (charge +1) at a distorted geometry, with properties calculated with ωB97M-V/def2-TZVPD.

The geometry in XYZ format:
```
17
Properties=species:S:1:pos:R:3:nbo_charge:R:1
C -0.7756 -1.9183 -0.1940 0.33
C 0.8789 0.1096 -1.1122 -0.57
C 0.8540 0.8472 1.2972 -0.61
C -1.3070 0.4685 0.0629 0.02
C 0.1360 0.9111 -0.0581 -0.30
O -1.0238 -1.0782 0.6741 -0.37
H -0.3244 -2.8575 0.1294 0.22
H -1.1499 -1.8654 -1.2206 0.20
H 0.7559 -0.9825 -0.9247 0.17
H 0.5302 0.3229 -2.1211 0.24
H 1.9475 0.3051 -1.0605 0.26
H 1.0469 -0.1804 1.5923 0.21
H 0.2626 1.3186 2.0760 0.23
H 1.8089 1.3588 1.2393 0.24
H -1.8649 0.9477 0.8592 0.24
H -1.8645 0.3340 -0.8583 0.22
H 0.0892 1.9588 -0.3808 0.27
```

Computed properties:
HOMO = -16.481 eV
orbital gap = 10.914 eV
charge = +1
energy relative to the best compared isomer or geometry (same formula, charge and spin) = 41.4 kJ/mol
F_max = 2.03 eV Å⁻¹

***

(4)
Below is 2 unconnected molecules or ions with the total composition C5H11O2 at a distorted geometry, with properties calculated with ωB97M-V/def2-TZVPD.

The geometry in XYZ format:
```
18
Properties=species:S:1:pos:R:3:nbo_charge:R:1
C 0.1236 2.9121 0.1123 -0.42
C -1.1065 2.2131 -0.4583 -0.61
C 1.1932 3.0720 -0.9353 -0.62
H -0.0503 3.8693 0.6126 0.19
H 0.4238 2.2124 0.8949 0.22
H -1.9893 2.2101 0.1657 0.21
H -0.9565 1.1427 -0.6657 0.23
H 1.4656 2.0933 -1.3395 0.22
H 0.8167 3.3634 -1.9402 0.19
H -1.4583 2.5430 -1.4404 0.19
H 2.0913 3.6658 -0.7953 0.21
C 0.3953 -2.2165 -0.8854 -0.76
C -0.1069 -2.2333 0.6069 0.77
O 0.6932 -1.8852 1.4978 -0.79
O -1.2855 -2.6645 0.7032 -0.81
H 0.0968 -1.3176 -1.4084 0.19
H -0.1104 -3.1256 -1.2201 0.21
H 1.4724 -2.4034 -0.9149 0.19
```

Computed properties:
HOMO = -3.787 eV
orbital gap = 7.319 eV
charge = -1
energy relative to the best compared isomer or geometry (same formula, charge and spin) = 74.0 kJ/mol
F_max = 2.67 eV Å⁻¹

***

(5)
Below is 2 unconnected molecules or ions with the total composition C5H11O2 at a distorted geometry, with properties calculated with ωB97M-V/def2-TZVPD.

The geometry in XYZ format:
```
18
Properties=species:S:1:pos:R:3:nbo_charge:R:1
C 2.3571 1.0180 -0.7542 -0.67
C 2.6876 1.0922 0.7250 -0.61
H 3.1036 0.3983 -1.2699 0.17
H 1.3587 0.4796 -1.0041 0.31
H 2.4922 1.9422 -1.3056 0.19
H 3.2652 0.2947 1.1116 0.19
H 1.7026 1.0653 1.2714 0.21
H 3.2101 2.0215 0.9979 0.18
C -1.4354 -0.8208 0.9658 -0.54
C -0.1204 -1.5875 1.0249 -0.62
C -1.4799 -0.0283 -0.4262 0.78
O -2.5723 0.4072 -0.7783 -0.77
O -0.4343 -0.0473 -1.1104 -0.80
H -2.3446 -1.3141 1.2265 0.20
H -1.4710 -0.1048 1.8220 0.19
H 0.7197 -1.0223 1.4688 0.19
H 0.2385 -1.7989 0.0280 0.24
H -0.2854 -2.5430 1.5346 0.17
```

Computed properties:
HOMO = -3.934 eV
orbital gap = 7.939 eV
charge = -1
energy relative to the best compared isomer or geometry (same formula, charge and spin) = 76.2 kJ/mol
F_max = 2.68 eV Å⁻¹

***

(6)
Below is 2 unconnected molecules or ions with the total composition C5H11O2 at a distorted geometry, with properties calculated with ωB97M-V/def2-TZVPD.

The geometry in XYZ format:
```
18
Properties=species:S:1:pos:R:3:nbo_charge:R:1
C -1.3362 -1.2548 1.4042 -0.51
C -0.4758 0.0326 1.7827 -0.62
C -1.0527 -1.3266 -0.1515 0.75
O 0.1274 -0.9384 -0.5426 -0.85
O -1.9633 -1.4714 -0.9356 -0.75
H -1.0190 -2.1434 1.8013 0.19
H -2.4119 -1.1014 1.6063 0.18
H -0.6991 0.3610 2.8452 0.16
H -0.7088 0.8607 1.0860 0.21
H 0.5622 -0.3268 1.5778 0.24
C 1.5337 2.5995 -0.7403 -0.60
C 2.4609 1.4848 -0.9617 -0.61
H 1.5974 2.8532 0.2982 0.20
H 1.9429 3.5308 -1.1923 0.17
H 0.5497 2.5994 -1.2087 0.22
H 2.2160 1.0365 -1.8198 0.21
H 3.5696 1.7334 -0.9368 0.17
H 2.3086 0.6625 -0.2321 0.24
```

Computed properties:
HOMO = -3.593 eV
orbital gap = 7.521 eV
charge = -1
energy relative to the best compared isomer or geometry (same formula, charge and spin) = 133.5 kJ/mol
F_max = 4.31 eV Å⁻¹

***

(7)
Below is 2 unconnected molecules or ions with the total composition C5H11O2 at a distorted geometry, with properties calculated with ωB97M-V/def2-TZVPD.

The geometry in XYZ format:
```
18
Properties=species:S:1:pos:R:3:nbo_charge:R:1
C -0.9260 -0.7736 -0.8415 -0.41
C -2.0919 -1.0754 0.0977 -0.58
C 0.0825 -1.8858 -0.7877 -0.62
H -1.2767 -0.5971 -1.8572 0.17
H -0.4077 0.1032 -0.5954 0.23
H -3.0075 -0.3587 -0.3369 0.18
H -1.8461 -0.6583 1.1200 0.21
H 0.8134 -1.8184 -1.5443 0.21
H 0.6594 -1.6753 0.1713 0.23
H -2.3342 -2.0100 0.2977 0.19
H -0.2730 -2.9184 -0.6842 0.18
C 0.9558 2.3105 0.6314 -0.79
C 2.2947 1.3929 0.9400 0.81
O 2.0700 0.6147 1.8611 -0.80
O 3.1465 1.5090 0.1264 -0.75
H 0.1088 2.3703 1.1729 0.17
H 0.6653 2.1524 -0.4079 0.18
H 1.3667 3.3178 0.6365 0.18
```

Computed properties:
HOMO = -3.506 eV
orbital gap = 7.252 eV
charge = -1
energy relative to the best compared isomer or geometry (same formula, charge and spin) = 162.7 kJ/mol
F_max = 8.06 eV Å⁻¹

***

(8)
Below is 2 unconnected molecules or ions with the total composition C5H11O2 at a distorted geometry, with properties calculated with ωB97M-V/def2-TZVPD.

The geometry in XYZ format:
```
18
Properties=species:S:1:pos:R:3:nbo_charge:R:1
C 1.4986 0.7624 -1.3202 -0.42
C 0.4007 1.3855 -0.5395 -0.60
C 2.7455 0.9213 -0.3919 -0.60
H 1.6689 1.1579 -2.3176 0.19
H 1.3918 -0.3090 -1.6667 0.21
H -0.5830 1.3195 -0.9061 0.22
H 0.3103 0.9233 0.5291 0.22
H 3.3652 1.7356 -0.6164 0.19
H 0.6163 2.4631 -0.4743 0.19
H 3.2827 -0.0108 -0.3499 0.21
H 2.4059 1.1360 0.7359 0.20
C -2.4216 -0.9447 1.0850 -0.77
C -2.5407 -2.5006 0.8975 0.77
O -2.4790 -3.0034 -0.1609 -0.74
O -2.5356 -3.0297 2.0613 -0.85
H -2.5741 -0.8621 2.1793 0.22
H -3.1780 -0.3373 0.5146 0.18
H -1.3738 -0.8070 0.7406 0.19
```

Computed properties:
HOMO = -3.408 eV
orbital gap = 6.805 eV
charge = -1
energy relative to the best compared isomer or geometry (same formula, charge and spin) = 141.7 kJ/mol
F_max = 6.52 eV Å⁻¹

***

(9)
Below is 2 unconnected molecules or ions with the total composition C5H11O2, with properties calculated with ωB97M-V/def2-TZVPD.

The geometry in XYZ format:
```
18
Properties=species:S:1:pos:R:3:nbo_charge:R:1
C 1.7901 1.0195 -1.2638 -0.01
O 1.2201 0.1333 -0.4186 -0.97
C 2.8316 1.9148 -0.5687 -0.64
H 1.0313 1.6860 -1.7454 0.07
H 2.3154 0.5109 -2.1103 0.07
H 3.3667 2.5487 -1.2898 0.16
H 3.5470 1.2588 -0.0684 0.19
H 2.3540 2.5400 0.1874 0.18
C -0.8118 -2.0437 -0.6164 -0.68
C -1.7995 -1.3826 0.3103 -0.30
C -1.4564 -0.2882 0.9592 0.09
O -2.3448 0.3270 1.8271 -0.72
H 0.0405 -1.3328 -0.6781 0.32
H -0.4808 -3.0010 -0.2073 0.18
H -1.2450 -2.2202 -1.6047 0.18
H -2.8254 -1.7227 0.4362 0.17
H -0.4940 0.1968 0.7952 0.24
H -1.9490 1.1656 2.0753 0.47
```

Computed properties:
HOMO = -2.771 eV
orbital gap = 6.533 eV
charge = -1
energy relative to the best compared isomer or geometry (same formula, charge and spin) = 264.8 kJ/mol
F_max = 0.57 eV Å⁻¹

***

(10)
Below is 2 unconnected molecules or ions with the total composition C5H11O2 at a distorted geometry, with properties calculated with ωB97M-V/def2-TZVPD.

The geometry in XYZ format:
```
18
Properties=species:S:1:pos:R:3:nbo_charge:R:1
C 0.1172 -0.4089 -1.8743 0.01
O -0.9396 0.3875 -1.6661 -0.97
C 1.2905 -0.1827 -0.8773 -0.44
C 0.9948 -0.8648 0.4712 -0.45
C -0.0110 -0.1320 1.3292 -0.12
C -0.3535 -0.4366 2.5742 -0.48
H -0.0934 -1.5103 -1.8356 0.07
H 0.5234 -0.3303 -2.9183 0.07
H 1.1714 0.8699 -0.6587 0.21
H 2.2272 -0.5331 -1.3118 0.18
H 0.5840 -1.8579 0.3216 0.20
H 1.9361 -0.9068 1.0369 0.19
H -0.4238 0.7475 0.8513 0.24
H 0.2035 -1.2023 3.1090 0.16
H -1.2432 -0.0503 3.0444 0.19
H -1.4619 1.7504 -1.0146 0.53
H -2.7136 2.2052 -0.2018 0.44
O -1.8081 2.4554 -0.3794 -1.03
```

Computed properties:
HOMO = -3.043 eV
orbital gap = 7.109 eV
charge = -1
energy relative to the best compared isomer or geometry (same formula, charge and spin) = 232.2 kJ/mol
F_max = 1.86 eV Å⁻¹

***

The lowest energy relative to the best compared isomer or geometry (same formula, charge and spin) belongs to which entry?
number 3

***

Look up the orbital gap of the third one.
10.914 eV

***

Look up the orbital gap of the second one.
7.672 eV